Entry from OMol25: a 5-piece molecular cluster, C67H44BrN4O9P overall (ωB97M-V/def2-TZVPD).

Bonds (Å) are listed after each position.
Atoms and positions in Å:
1 H 3.8339 -5.8072 -3.9980  N2 1.036
2 N 4.3080 -6.0316 -3.1046  H1 1.036, C3 1.328
3 C 4.6277 -4.9110 -2.4682  N2 1.328, C4 1.607, C5 1.602
4 C 5.3725 -4.9486 -1.0444  C3 1.607, H20 1.153, H21 1.156, H22 1.158
5 C 4.2823 -3.4889 -3.1206  C3 1.602, C6 1.611, H23 1.158, H24 1.158
6 C 3.2675 -2.5972 -2.2421  C5 1.611, C7 1.552, C19 1.585
7 C 3.7205 -1.2879 -1.5429  C6 1.552, Br8 1.978, C9 1.566
8 Br 5.6059 -0.7021 -1.6654  C7 1.978
9 C 2.6707 -0.4483 -0.7399  C7 1.566, P10 1.891, C12 1.542
10 P 3.1582 1.1792 0.0899  C9 1.891, O11 1.564, H25 1.453, H26 1.432
11 O 4.0540 2.0630 -0.8381  P10 1.564
12 C 1.2138 -0.9468 -0.6514  C9 1.542, C13 1.587, H27 1.146
13 C 0.7139 -2.2936 -1.3258  C12 1.587, N14 1.438, C19 1.545
14 N -0.6794 -2.6100 -1.1616  C13 1.438, C15 1.423
15 C -0.9315 -3.8366 -1.8379  N14 1.423, N16 1.493, C17 1.558
16 N -2.3381 -4.3338 -1.7925  C15 1.493, H28 1.043, H29 1.042
17 C 0.0933 -4.7163 -2.6144  C15 1.558, N18 1.420, H30 1.148
18 N 1.4539 -4.3424 -2.7694  C17 1.420, C19 1.439
19 C 1.7694 -3.1005 -2.1152  C6 1.585, C13 1.545, N18 1.439
20 H 5.0769 -5.8938 -0.4542  C4 1.153
21 H 5.0495 -3.9828 -0.4966  C4 1.156
22 H 6.5081 -4.9164 -1.2667  C4 1.158
23 H 3.7204 -3.7099 -4.1091  C5 1.158
24 H 5.2176 -2.8898 -3.4491  C5 1.158
25 H 1.9674 1.9781 0.3273  P10 1.453
26 H 3.7837 0.9932 1.3645  P10 1.432
27 H 0.4505 -0.3087 -0.0835  C12 1.146
28 H -2.9011 -3.5115 -2.0991  N16 1.043
29 H -2.4541 -5.0400 -2.5494  N16 1.042
30 H -0.2588 -5.7024 -3.0860  C17 1.148
31 O 9.3761 2.6378 -7.9990  C32 1.219
32 C 9.4379 2.0910 -6.9111  O31 1.219, C33 1.481, C46 1.480
33 C 10.6351 1.3062 -6.5313  C32 1.481, C34 1.396, C38 1.395
34 C 11.7078 1.2112 -7.4193  C33 1.396, C35 1.391, H47 1.085
35 C 12.8516 0.5095 -7.0548  C34 1.391, C36 1.393, H48 1.085
36 C 12.9294 -0.0982 -5.8035  C35 1.393, C37 1.391, H49 1.085
37 C 11.8556 -0.0202 -4.9233  C36 1.391, C38 1.395, H50 1.086
38 C 10.7034 0.6772 -5.2879  C33 1.395, C37 1.395, C39 1.480
39 C 9.5588 0.7396 -4.3514  C38 1.480, O40 1.220, C41 1.480
40 O 9.5972 0.1442 -3.2873  C39 1.220
41 C 8.3709 1.5400 -4.7224  C39 1.480, C42 1.396, C46 1.395
42 C 7.3001 1.6360 -3.8326  C41 1.396, C43 1.390, H51 1.085
43 C 6.1936 2.4123 -4.1567  C42 1.390, C44 1.393, H52 1.085
44 C 6.1521 3.0962 -5.3700  C43 1.393, C45 1.391, H53 1.086
45 C 7.2115 2.9913 -6.2659  C44 1.391, C46 1.396, H54 1.086
46 C 8.3219 2.2081 -5.9461  C32 1.480, C41 1.395, C45 1.396
47 H 11.6553 1.6871 -8.3934  C34 1.085
48 H 13.6866 0.4404 -7.7448  C35 1.085
49 H 13.8274 -0.6351 -5.5149  C36 1.085
50 H 11.9201 -0.5001 -3.9517  C37 1.086
51 H 7.3276 1.1102 -2.8835  C42 1.085
52 H 5.3644 2.4884 -3.4608  C43 1.085
53 H 5.2917 3.7100 -5.6182  C44 1.086
54 H 7.1712 3.5242 -7.2109  C45 1.086
55 O -0.7659 3.6449 -1.6724  C56 1.221
56 C -0.8274 3.4822 -2.8815  O55 1.221, C57 1.479, C70 1.480
57 C 0.3391 2.9621 -3.6267  C56 1.479, C58 1.395, C62 1.395
58 C 1.5069 2.6380 -2.9355  C57 1.395, C59 1.390, H71 1.085
59 C 2.5956 2.1100 -3.6201  C58 1.390, C60 1.394, H72 1.085
60 C 2.5213 1.9033 -4.9966  C59 1.394, C61 1.391, H73 1.086
61 C 1.3644 2.2424 -5.6914  C60 1.391, C62 1.395, H74 1.086
62 C 0.2726 2.7783 -5.0082  C57 1.395, C61 1.395, C63 1.480
63 C -0.9480 3.1523 -5.7565  C62 1.480, O64 1.219, C65 1.481
64 O -0.9876 3.0431 -6.9704  C63 1.219
65 C -2.1228 3.6544 -5.0082  C63 1.481, C66 1.396, C70 1.395
66 C -3.2926 3.9767 -5.6977  C65 1.396, C67 1.391, H75 1.086
67 C -4.4124 4.4172 -5.0001  C66 1.391, C68 1.393, H76 1.085
68 C -4.3682 4.5369 -3.6129  C67 1.393, C69 1.391, H77 1.085
69 C -3.1993 4.2302 -2.9238  C68 1.391, C70 1.396, H78 1.086
70 C -2.0713 3.7929 -3.6210  C56 1.480, C65 1.395, C69 1.396
71 H 1.5687 2.7915 -1.8631  C58 1.085
72 H 3.5006 1.8535 -3.0800  C59 1.085
73 H 3.3672 1.4791 -5.5288  C60 1.086
74 H 1.3144 2.0838 -6.7642  C61 1.086
75 H -3.3349 3.8809 -6.7782  C66 1.086
76 H -5.3224 4.6635 -5.5380  C67 1.085
77 H -5.2455 4.8717 -3.0684  C68 1.085
78 H -3.1713 4.3291 -1.8430  C69 1.086
79 O -1.0296 3.6342 3.8016  C80 1.219
80 C -1.8390 2.7236 3.8491  O79 1.219, C81 1.481, C94 1.480
81 C -2.2947 2.1905 5.1531  C80 1.481, C82 1.396, C86 1.395
82 C -1.8082 2.7506 6.3354  C81 1.396, C83 1.391, H95 1.085
83 C -2.2610 2.2823 7.5642  C82 1.391, C84 1.393, H96 1.085
84 C -3.2010 1.2554 7.6173  C83 1.393, C85 1.390, H97 1.085
85 C -3.6745 0.6834 6.4418  C84 1.390, C86 1.396, H98 1.085
86 C -3.2177 1.1456 5.2067  C81 1.395, C85 1.396, C87 1.480
87 C -3.7142 0.5183 3.9613  C86 1.480, O88 1.220, C89 1.480
88 O -4.4796 -0.4311 4.0097  C87 1.220
89 C -3.2745 1.0639 2.6580  C87 1.480, C90 1.396, C94 1.395
90 C -3.7636 0.5042 1.4763  C89 1.396, C91 1.391, H99 1.086
91 C -3.3821 1.0316 0.2472  C90 1.391, C92 1.394, H100 1.086
92 C -2.5121 2.1192 0.1933  C91 1.394, C93 1.391, H101 1.085
93 C -2.0118 2.6699 1.3687  C92 1.391, C94 1.396, H102 1.086
94 C -2.3879 2.1399 2.6044  C80 1.480, C89 1.395, C93 1.396
95 H -1.0799 3.5546 6.3005  C82 1.085
96 H -1.8849 2.7221 8.4824  C83 1.085
97 H -3.5634 0.8990 8.5763  C84 1.085
98 H -4.4027 -0.1196 6.4904  C85 1.085
99 H -4.4453 -0.3399 1.5117  C90 1.086
100 H -3.7666 0.5974 -0.6705  C91 1.086
101 H -2.2221 2.5365 -0.7656  C92 1.085
102 H -1.3319 3.5151 1.3188  C93 1.086
103 O -6.4976 -1.6114 8.7486  C104 1.220
104 C -7.5526 -2.1564 8.4690  O103 1.220, C105 1.481, C118 1.480
105 C -8.5206 -2.5102 9.5324  C104 1.481, C106 1.396, C110 1.395
106 C -8.2302 -2.1976 10.8615  C105 1.396, C107 1.391, H119 1.085
107 C -9.1509 -2.4905 11.8614  C106 1.391, C108 1.393, H120 1.085
108 C -10.3642 -3.0946 11.5387  C107 1.393, C109 1.391, H121 1.085
109 C -10.6492 -3.4231 10.2178  C108 1.391, C110 1.395, H122 1.086
110 C -9.7250 -3.1371 9.2124  C105 1.395, C109 1.395, C111 1.480
111 C -10.0299 -3.5069 7.8116  C110 1.480, O112 1.220, C113 1.480
112 O -11.0582 -4.1036 7.5398  C111 1.220
113 C -9.0718 -3.1356 6.7468  C111 1.480, C114 1.396, C118 1.395
114 C -9.3642 -3.4464 5.4176  C113 1.396, C115 1.391, H123 1.086
115 C -8.4856 -3.0717 4.4064  C114 1.391, C116 1.393, H124 1.085
116 C -7.3136 -2.3857 4.7182  C115 1.393, C117 1.391, H125 1.085
117 C -7.0131 -2.0875 6.0437  C116 1.391, C118 1.395, H126 1.085
118 C -7.8890 -2.4664 7.0616  C104 1.480, C113 1.395, C117 1.395
119 H -7.2890 -1.7219 11.1185  C106 1.085
120 H -8.9254 -2.2427 12.8938  C107 1.085
121 H -11.0877 -3.3114 12.3182  C108 1.085
122 H -11.5940 -3.8984 9.9733  C109 1.086
123 H -10.2780 -3.9764 5.1678  C114 1.086
124 H -8.7167 -3.3108 3.3731  C115 1.085
125 H -6.6327 -2.0850 3.9282  C116 1.085
126 H -6.0972 -1.5558 6.2794  C117 1.085

Output
Gap between HOMO and LUMO = 7.3 eV
Molar mass = 1160.0 g mol⁻¹
Lowest unoccupied orbital energy = -1.5519 eV
SMILES = [H]/N=C(/C)Cc1c(Br)c([PH2]=O)cc2nc(N)cnc12.O=C1c2ccccc2C(=O)c2ccccc21.O=C1c2ccccc2C(=O)c2ccccc21.O=C1c2ccccc2C(=O)c2ccccc21.O=C1c2ccccc2C(=O)c2ccccc21
Spin multiplicity = 1

Results of the Löwdin charge analysis, in e, for atoms 1 through 2: H 0.034; N 0.089